Molecular formula: C55H56ClIN2
Method: DFT, ωB97M-V with the def2-TZVPD basis set

The geometry in XYZ format:
```
115
Properties=species:S:1:pos:R:3:forces:R:3
C 0.470 -0.735 1.872 0.099 0.183 -0.096
C -0.185 -1.947 1.165 0.628 -0.084 0.573
C -1.316 -2.639 1.977 0.184 -0.104 -1.170
I -1.409 -4.703 1.230 -0.249 0.354 0.347
C -2.737 -2.055 1.744 0.466 -0.282 -0.092
C -3.111 -2.133 0.293 0.612 0.251 3.210
N -3.563 -2.155 -0.742 -0.629 0.013 -2.206
C -2.950 -0.597 2.256 -1.141 0.932 -0.727
Cl -2.137 -0.247 3.814 -0.352 -0.257 -0.432
C -2.641 0.451 1.216 0.125 -2.382 2.373
N -2.148 1.099 0.430 0.455 1.510 -1.481
H 0.871 -1.012 2.863 -0.174 0.040 -0.403
H -0.199 0.124 2.016 0.206 -0.344 -0.102
H 1.311 -0.365 1.259 -0.297 -0.241 0.235
H -0.490 -1.685 0.138 -0.223 -0.123 0.444
H 0.611 -2.703 1.046 -0.290 0.345 0.002
H -1.067 -2.758 3.038 -0.219 0.238 -0.376
H -3.460 -2.682 2.292 0.258 0.218 -0.233
H -4.028 -0.484 2.456 0.402 -0.129 0.050
C 4.865 1.251 -1.622 -0.009 0.012 0.003
C 5.515 2.261 -0.925 -0.004 -0.005 0.004
C 4.787 3.146 -0.140 -0.010 -0.005 -0.013
C 3.406 3.022 -0.055 0.001 0.013 -0.010
C 2.755 2.017 -0.758 -0.037 -0.018 0.019
C 3.484 1.131 -1.540 0.016 0.003 0.016
H 5.434 0.558 -2.229 -0.011 0.016 0.008
H 6.592 2.359 -0.994 -0.023 -0.008 0.008
H 5.295 3.931 0.406 -0.010 -0.015 -0.005
H 2.837 3.710 0.560 0.007 -0.022 0.009
H 1.677 1.924 -0.696 0.018 0.008 0.001
H 2.975 0.346 -2.087 0.008 0.018 0.008
C 1.953 -6.637 0.968 0.003 -0.028 -0.002
C 2.068 -7.955 0.548 0.021 0.007 0.007
C 3.318 -8.485 0.254 0.008 0.010 -0.008
C 4.453 -7.694 0.378 -0.043 0.025 0.002
C 4.337 -6.373 0.791 0.047 -0.002 0.011
C 3.088 -5.845 1.087 -0.026 -0.018 -0.008
H 0.980 -6.221 1.202 0.173 -0.089 -0.024
H 1.182 -8.571 0.448 0.022 0.008 0.010
H 3.408 -9.514 -0.071 -0.002 0.021 0.008
H 5.429 -8.108 0.152 -0.015 0.003 0.009
H 5.222 -5.753 0.882 -0.018 -0.013 -0.017
H 2.998 -4.815 1.411 0.008 -0.018 -0.004
C 6.906 -3.631 -3.465 -0.005 -0.010 0.028
C 8.123 -3.438 -2.824 0.001 -0.002 -0.006
C 8.563 -4.355 -1.878 -0.010 -0.003 0.009
C 7.784 -5.463 -1.570 -0.016 0.029 -0.010
C 6.563 -5.651 -2.205 0.004 -0.032 -0.005
C 6.125 -4.737 -3.154 0.014 0.021 -0.001
H 6.566 -2.920 -4.208 0.005 -0.010 0.018
H 8.730 -2.573 -3.062 -0.008 -0.025 -0.001
H 9.513 -4.206 -1.380 -0.019 -0.001 -0.012
H 8.128 -6.179 -0.834 -0.005 0.014 -0.011
H 5.953 -6.512 -1.961 -0.002 0.029 -0.012
H 5.174 -4.885 -3.650 0.019 -0.005 0.014
C 1.328 4.852 4.253 -0.007 -0.022 0.023
C 1.488 4.102 5.411 -0.005 -0.013 -0.022
C 0.691 2.986 5.633 0.001 0.020 -0.016
C -0.269 2.624 4.698 0.042 0.028 0.028
C -0.435 3.379 3.545 -0.032 -0.043 -0.036
C 0.365 4.491 3.320 0.025 0.043 -0.057
H 1.955 5.718 4.076 -0.024 -0.007 -0.002
H 2.236 4.387 6.142 -0.011 -0.011 -0.020
H 0.819 2.399 6.534 -0.001 0.017 -0.016
H -0.889 1.753 4.860 0.062 0.113 0.077
H -1.187 3.097 2.816 0.025 -0.010 -0.004
H 0.237 5.076 2.417 0.002 0.014 0.024
C -3.147 8.408 0.824 0.033 -0.019 -0.008
C -2.985 7.860 -0.443 -0.024 -0.008 -0.010
C -2.723 6.503 -0.586 -0.052 0.019 -0.025
C -2.616 5.695 0.538 0.004 -0.026 0.024
C -2.767 6.246 1.805 0.005 -0.040 0.032
C -3.035 7.600 1.948 0.023 0.017 -0.021
H -3.358 9.464 0.934 0.007 -0.018 -0.004
H -3.064 8.492 -1.319 -0.002 -0.018 0.016
H -2.599 6.077 -1.573 -0.002 0.009 0.020
H -2.412 4.637 0.427 -0.002 0.013 -0.006
H -2.676 5.617 2.682 0.003 0.017 -0.014
H -3.155 8.028 2.936 0.003 -0.014 -0.018
C -8.564 -5.594 0.722 0.012 0.020 -0.004
C -8.394 -5.070 -0.553 0.014 -0.003 0.009
C -7.282 -4.289 -0.841 -0.025 -0.003 0.001
C -6.341 -4.029 0.147 0.003 0.014 0.065
C -6.517 -4.547 1.424 -0.036 0.005 -0.053
C -7.627 -5.330 1.712 0.002 -0.003 0.023
H -9.428 -6.208 0.945 0.013 0.018 -0.001
H -9.128 -5.271 -1.323 0.021 -0.005 0.015
H -7.147 -3.884 -1.837 0.018 -0.012 0.021
H -5.474 -3.423 -0.079 -0.080 -0.060 -0.046
H -5.786 -4.340 2.198 -0.008 -0.038 -0.007
H -7.762 -5.735 2.707 0.003 0.003 -0.022
C -5.720 -2.028 -5.617 0.019 -0.024 0.003
C -5.002 -1.912 -4.433 -0.028 0.007 -0.005
C -3.709 -2.410 -4.353 0.075 -0.015 0.002
C -3.134 -3.028 -5.456 -0.061 0.016 -0.016
C -3.855 -3.152 -6.637 0.009 0.000 -0.002
C -5.147 -2.650 -6.718 -0.003 0.005 0.011
H -6.727 -1.633 -5.681 0.016 -0.013 0.002
H -5.451 -1.432 -3.572 0.035 -0.008 -0.005
H -3.151 -2.316 -3.431 -0.054 -0.005 0.002
H -2.124 -3.415 -5.395 -0.020 0.001 0.001
H -3.408 -3.639 -7.496 -0.010 0.016 0.016
H -5.708 -2.745 -7.640 0.015 0.003 0.016
C 0.676 9.013 0.321 0.045 0.036 -0.003
C 0.720 7.661 0.008 -0.002 -0.057 0.025
C 1.941 7.037 -0.210 0.005 0.021 0.031
C 3.120 7.766 -0.119 -0.008 -0.006 0.004
C 3.076 9.120 0.185 0.001 0.005 0.013
C 1.855 9.744 0.407 -0.009 -0.030 -0.004
H -0.276 9.497 0.497 0.004 -0.033 -0.014
H -0.200 7.093 -0.065 0.025 0.041 0.026
H 1.975 5.981 -0.451 0.002 0.021 -0.016
H 4.073 7.279 -0.287 -0.016 0.008 -0.013
H 3.995 9.691 0.251 -0.019 -0.014 0.002
H 1.821 10.799 0.646 0.006 -0.020 -0.003
```
Forces are in eV/Å.

The value obtained for the frontier orbital gap is 0.3276 Eh. As for the HOMO energy: -9.14 eV. As for the SMILES: CC[C@H](I)[C@H](C#N)[C@@H](Cl)C#N.c1ccccc1.c1ccccc1.c1ccccc1.c1ccccc1.c1ccccc1.c1ccccc1.c1ccccc1.c1ccccc1. As for the LUMO energy: -0.22 eV.